Here is one molecule with the formula C17H15N3O4S2 at a distorted geometry from the Open Molecules 2025 dataset. Energies are from ωB97M-V with the def2-TZVPD basis set.

Cartesian coordinates (Å):
C 0.32636 4.32881 -4.49182
O -0.34376 3.10976 -4.26464
C 0.38275 1.98338 -4.09943
C -0.35214 0.81356 -3.87177
C 0.28693 -0.38660 -3.67269
C 1.68241 -0.45466 -3.70722
C 2.38639 -1.74446 -3.57049
O 3.25090 -2.13620 -4.31616
N 1.97105 -2.57132 -2.52655
C 1.35565 -2.26350 -1.35857
N 1.00087 -3.18275 -0.51419
N 0.46794 -2.70321 0.59716
C 0.41306 -1.42214 0.64031
S -0.30243 -0.49500 2.00718
O 0.72381 0.37339 2.50560
O -1.50426 0.10513 1.50645
C -0.69380 -1.78616 3.23100
C -1.37258 -1.07025 4.34466
C -2.75467 -0.92633 4.34816
C -3.37734 -0.19824 5.34613
C -2.62483 0.39930 6.34319
C -1.24613 0.26867 6.33825
C -0.62124 -0.45977 5.34206
S 1.04171 -0.62406 -0.77119
C 2.40980 0.69960 -3.97354
C 1.77376 1.91282 -4.15182
H 0.90677 4.30002 -5.41902
H 0.98317 4.58637 -3.65563
H -0.45578 5.08080 -4.57994
H -1.42784 0.88237 -3.85523
H -0.29326 -1.28340 -3.51197
H 2.32884 -3.52137 -2.57058
H -1.32838 -2.50246 2.71981
H 0.25654 -2.22861 3.51129
H -3.33978 -1.38234 3.56381
H -4.45190 -0.09264 5.34248
H -3.11152 0.96974 7.12015
H -0.65535 0.73950 7.10968
H 0.45434 -0.55104 5.32918
H 3.48615 0.64016 -4.02663
H 2.36780 2.79311 -4.33751

Atomic forces in eV per Å
0.14 0.25 -0.05
-0.12 -0.35 0.06
0.00 -0.26 0.04
-0.04 0.20 -0.05
0.17 0.09 -0.17
-0.04 0.32 -0.24
0.01 -0.22 0.11
0.09 0.08 -0.07
0.29 -0.54 -0.51
-0.48 1.24 0.88
0.61 -0.83 -1.27
-0.69 0.35 1.46
0.08 0.43 0.04
0.16 -0.29 -0.44
0.25 -0.11 0.21
-0.29 -0.17 0.00
0.20 0.53 -0.64
-0.16 0.14 0.31
0.04 -0.05 0.03
-0.08 -0.01 0.00
0.00 0.02 0.01
0.04 0.02 0.06
-0.03 -0.06 0.00
0.02 -0.76 0.16
-0.09 -0.31 0.12
-0.09 0.33 -0.03
-0.02 -0.01 0.05
-0.02 -0.02 -0.03
0.10 -0.03 0.00
-0.13 0.00 0.00
-0.07 -0.07 0.05
-0.03 0.18 -0.01
0.00 -0.12 -0.03
0.06 -0.11 -0.01
-0.07 -0.04 -0.10
-0.09 0.00 0.00
-0.04 0.04 0.06
0.05 0.03 0.06
0.12 0.00 0.00
0.11 0.00 -0.03
0.02 0.10 -0.02

Summary:
electronic energy = -1918.38552 Ha
SMILES = COc1ccc(C(=O)Nc2nnc(S(=O)(=O)Cc3ccccc3)s2)cc1
relative energy (zero: lowest compared OMol25 entry of this formula, charge and spin) = 84.1 kJ/mol
orbital gap = 9.17 eV
molar mass = 389.46 g/mol
E_HOMO = -9.15 eV